(1)
The following is a quantum chemistry calculation of an isolated molecule of C4H6FNO at a distorted geometry, from the Open Molecules 2025 dataset.

Properties
Kohn-Sham gap = 9.568 eV
Relative energy (zero: lowest compared OMol25 entry of this formula, charge and spin) = 516.0 kJ/mol
HOMO = -0.3156 hartree
Net charge = 0

Cartesian coordinates (Å):
C 0.87707 -0.03485 -1.75738
C 1.56934 0.35054 -0.71436
C -0.56117 -1.00845 -0.41196
C -1.00830 0.65303 1.39626
N -0.13404 -0.31582 0.73474
O 1.20159 0.07538 0.58492
F 0.04345 -2.23761 -0.40537
H 0.99331 -0.23739 -2.81144
H 2.38755 0.96885 -0.69550
H -1.60387 -0.95215 -0.74241
H -0.35625 1.35674 1.90038
H -1.73943 1.29864 0.72234
H -1.66924 0.08307 2.19978

Forces on the atoms, in the same order (eV/Å):
C -2.3 -1.8 2.6
C -2.0 -0.8 -1.2
C 3.7 1.6 -1.0
C -2.1 0.1 0.2
N -1.7 -0.8 -1.2
O 0.0 0.7 0.9
F -1.1 -0.1 -0.3
H -0.1 0.5 0.2
H 2.2 1.0 0.0
H 0.4 -0.3 0.4
H 0.0 0.0 0.2
H 1.5 -1.4 1.0
H 1.4 1.2 -1.7

Quick look at the natural (NBO) charges, all values in e:
1. C -0.340
2. C 0.039
3. C 0.370
4. C -0.438
5. N -0.195
6. O -0.350
7. F -0.352
8. H 0.229
9. H 0.204
10. H 0.196
11. H 0.232
12. H 0.191
13. H 0.214


(2)
The following is a quantum chemistry calculation of a structure of composition C16H33N4OSi3Ti at a distorted geometry, from the Open Molecules 2025 dataset.

Properties
Kohn-Sham gap = 6.808 eV
HOMO = -0.6610 hartree
Net charge = +3

Cartesian coordinates (Å):
Ti 0.19784 -0.76098 -0.00776
C 3.31249 -1.48729 -0.01565
O 2.02969 -0.80180 0.10728
Si 2.06435 1.11752 0.25873
C 3.23848 1.68182 -1.03979
C 2.82607 1.22446 1.93037
C 0.19448 1.14650 -0.02380
Si -0.24155 1.34748 -1.93823
C -2.03109 1.36119 -2.40202
C 0.56080 2.85822 -2.63128
C 0.47428 -0.33816 -2.53165
Si -0.71552 1.89437 1.52809
C -2.50029 2.35411 1.28017
C -0.52638 0.36906 2.65783
C 0.15671 3.41779 2.10626
H 4.08223 -0.78328 -0.31024
H 3.21713 -2.25951 -0.77540
H 3.56579 -1.92477 0.94773
H 4.24619 1.34307 -0.79592
H 3.28245 2.77605 -0.99879
H 3.00507 1.40000 -2.06411
H 3.84717 0.84975 1.81356
H 2.32024 0.60981 2.67472
H 2.90963 2.23888 2.31634
H -2.60801 2.13106 -1.88889
H -2.54112 0.40520 -2.31888
H -2.04205 1.63280 -3.46320
H 0.08147 3.73011 -2.17790
H 0.32916 2.88667 -3.69994
H 1.63445 2.95981 -2.51862
H 0.06240 -1.28029 -2.09429
H 1.56181 -0.41852 -2.52107
H 0.16771 -0.51557 -3.56829
H -3.20412 1.57595 1.57024
H -2.72976 2.68977 0.26792
H -2.68978 3.21014 1.93296
H -0.18757 -0.59050 2.19963
H -1.47509 0.10909 3.13142
H 0.19921 0.54905 3.45308
H -0.06983 4.23358 1.41387
H 1.23465 3.36702 2.22808
H -0.27125 3.70303 3.07221
N -3.50753 -2.80703 0.06817
C -4.12582 -1.58038 -0.03022
C -3.13152 -0.66446 -0.11902
N -1.90673 -1.31093 -0.06131
C -2.19039 -2.61756 0.05344
C -1.08419 -3.53604 0.20245
N 0.12545 -2.98757 0.25705
C 1.01132 -4.03394 0.42600
C 0.31694 -5.20172 0.47029
N -1.00813 -4.86377 0.32221
H -3.99328 -3.69017 0.15151
H -5.19736 -1.47422 -0.03846
H -3.21718 0.39889 -0.22058
H 2.07322 -3.89524 0.51665
H 0.63856 -6.22240 0.59017
H -1.77188 -5.52614 0.30689

Forces on the atoms, in the same order (eV/Å):
Ti -1.4 0.3 -1.0
C 0.1 -0.5 0.1
O 0.8 0.8 -0.1
Si 0.5 -0.3 0.1
C -0.1 0.1 -0.1
C -0.2 0.0 0.1
C -0.1 0.1 0.3
Si 0.0 -0.2 0.1
C 0.0 0.1 0.0
C 0.1 0.0 -0.1
C 0.1 -0.2 0.1
Si 0.0 -0.1 0.0
C 0.0 0.0 -0.1
C -0.1 0.1 0.0
C 0.0 0.0 0.0
H 0.0 0.1 0.0
H -0.1 0.0 0.0
H -0.1 0.0 0.0
H 0.0 0.0 0.1
H 0.0 0.0 0.0
H 0.0 0.0 0.0
H 0.0 0.0 0.0
H 0.0 0.0 0.0
H 0.0 0.0 0.0
H 0.0 0.0 0.0
H 0.0 0.0 0.0
H 0.0 0.0 0.0
H 0.0 0.0 0.0
H 0.0 0.0 0.0
H -0.1 0.0 0.0
H 0.0 -0.2 -0.1
H 0.0 0.0 0.0
H -0.1 0.2 0.0
H 0.0 0.0 0.0
H 0.0 0.0 0.0
H 0.0 0.0 0.0
H 0.0 -0.2 0.0
H 0.0 0.0 0.0
H 0.0 0.0 0.0
H 0.0 0.0 0.0
H 0.0 0.0 0.0
H 0.0 0.0 0.0
N 0.0 -0.1 0.0
C 0.0 0.0 -0.1
C 0.0 0.0 0.1
N 0.3 -0.1 0.0
C -0.1 0.1 0.1
C 0.0 0.1 0.0
N 0.3 -0.1 0.3
C 0.0 0.0 0.0
C 0.0 0.0 0.0
N 0.0 0.0 0.0
H 0.0 0.0 0.0
H 0.0 0.0 0.0
H 0.0 0.0 0.0
H 0.0 0.0 0.0
H 0.0 0.0 0.0
H 0.0 0.0 0.0

Quick look at the natural (NBO) charges, all values in e:
1. Ti 1.798
2. C -0.251
3. O -0.857
4. Si 2.004
5. C -1.205
6. C -1.189
7. C -1.691
8. Si 1.705
9. C -1.143
10. C -1.121
11. C -1.123
12. Si 1.722
13. C -1.142
14. C -1.058
15. C -1.141
16. H 0.230
17. H 0.227
18. H 0.236
19. H 0.289
20. H 0.303
21. H 0.272
22. H 0.285
23. H 0.268
24. H 0.296
25. H 0.269
26. H 0.253
27. H 0.293
28. H 0.280
29. H 0.291
30. H 0.262
31. H 0.216
32. H 0.273
33. H 0.335
34. H 0.256
35. H 0.255
36. H 0.294
37. H 0.152
38. H 0.289
39. H 0.286
40. H 0.274
41. H 0.246
42. H 0.289
43. N -0.441
44. C -0.019
45. C -0.060
46. N -0.594
47. C 0.358
48. C 0.334
49. N -0.590
50. C -0.054
51. C -0.006
52. N -0.444
53. H 0.463
54. H 0.281
55. H 0.260
56. H 0.244
57. H 0.280
58. H 0.462


(3)
The following is a quantum chemistry calculation of a structure of composition C5H6O3Tl at a distorted geometry, from the Open Molecules 2025 dataset.

Properties
Kohn-Sham gap (alpha / beta) = 8.011 / 8.300 eV
Relative energy (zero: lowest compared OMol25 entry of this formula, charge and spin) = 0.0 kJ/mol
HOMO (alpha / beta) = -0.3249 / -0.3355 hartree
Net charge = 0
Spin multiplicity = 2

Cartesian coordinates (Å):
O -2.44802 -0.80004 2.47155
C -2.09912 -0.89411 1.26173
O -2.59066 -1.58748 0.37789
Tl -1.87997 0.47417 4.27936
O -1.08037 -0.04866 0.88722
C -0.28251 -0.38660 -0.23135
C 0.67401 0.76520 -0.49935
C 1.51759 0.50140 -1.72761
C 2.82780 0.38763 -1.73055
H -0.92685 -0.55167 -1.11194
H 0.29201 -1.30497 -0.02339
H 1.31046 0.92804 0.38076
H 0.08228 1.67972 -0.66053
H 0.96575 0.39898 -2.67221
H 3.63759 0.43839 -1.00157

Forces on the atoms, in the same order (eV/Å):
O -0.1 0.4 1.4
C -0.4 -0.7 -2.8
O 0.2 0.0 0.9
Tl 0.0 -0.3 -0.6
O 0.7 0.8 1.3
C -0.2 -0.3 -0.6
C -0.1 0.2 0.2
C 0.5 -0.1 -0.2
C -0.5 0.1 0.3
H 0.2 -0.1 0.3
H -0.3 0.2 -0.1
H -0.1 0.0 -0.2
H 0.1 -0.2 0.1
H 0.2 0.0 0.3
H -0.3 0.0 -0.3

Quick look at the natural (NBO) charges, all values in e:
1. O -0.919
2. C 0.983
3. O -0.683
4. Tl 0.904
5. O -0.581
6. C -0.053
7. C -0.442
8. C -0.324
9. C -0.066
10. H 0.196
11. H 0.175
12. H 0.204
13. H 0.217
14. H 0.218
15. H 0.171


(4)
The following is a quantum chemistry calculation of a structure of composition C46H36Cl5F4N3SbV at a distorted geometry, from the Open Molecules 2025 dataset.

Properties
Kohn-Sham gap (alpha / beta) = 5.650 / 4.656 eV
Relative energy (zero: lowest compared OMol25 entry of this formula, charge and spin) = 0.0 kJ/mol
HOMO (alpha / beta) = -0.1251 / -0.0886 hartree
Net charge = -1
Spin multiplicity = 2

Cartesian coordinates (Å):
V -0.40516 -1.70675 -1.51662
C -2.69510 -2.33695 2.54139
N -1.32362 -2.14047 2.11569
C -0.57547 -1.32558 3.05332
C -0.68073 -3.40935 1.81259
C 0.70952 -3.31022 1.22031
N 0.82690 -2.24320 0.22048
C 2.04326 -2.05482 -0.36151
C 2.22989 -0.91024 -1.19340
F 1.24639 0.03992 -1.16971
C 3.37829 -0.63218 -1.89910
F 3.42090 0.47883 -2.63145
C 4.47500 -1.45501 -1.84805
C 4.35750 -2.55035 -1.01374
F 5.39904 -3.38599 -0.90473
C 3.22079 -2.85407 -0.29866
F 3.27289 -3.96711 0.45237
H -2.75871 -2.86750 3.51047
H -3.23134 -2.92130 1.78961
H -3.19405 -1.36981 2.64564
H -0.50134 -1.80341 4.04822
H -1.06757 -0.35736 3.17718
H 0.43029 -1.14332 2.67574
H -1.32910 -3.94096 1.11405
H -0.59393 -4.02654 2.72574
H 0.89682 -4.29135 0.78581
H 1.44197 -3.17209 2.01765
H 5.36808 -1.26644 -2.42889
Cl 0.07309 -3.18580 -4.23326
C -0.22504 -1.46561 -4.45557
C -0.67602 -0.76767 -3.30876
C -0.76441 0.63162 -3.56363
Cl -1.30640 1.72726 -2.27403
C -0.41961 1.24314 -4.77097
Cl -0.47105 2.96819 -4.94861
C -0.02423 0.47253 -5.85897
Cl 0.35680 1.20610 -7.38320
C 0.06502 -0.90895 -5.68700
Cl 0.55301 -1.90985 -7.01543
N -1.81025 -0.84652 -0.25974
C -3.20976 -1.01477 -0.59986
C -4.04480 0.09919 -0.60997
C -5.39643 -0.02633 -0.87988
C -5.92218 -1.28639 -1.14011
C -5.08488 -2.39210 -1.13434
C -3.71601 -2.29228 -0.86571
C -2.84012 -3.49752 -0.90282
C -3.38517 -4.73472 -0.53658
C -2.64139 -5.90285 -0.60842
C -1.31948 -5.83449 -1.06216
C -0.77170 -4.60618 -1.39797
C -1.49266 -3.37954 -1.33474
H -1.61603 0.13787 -0.09686
H -1.58801 -1.33984 0.62703
H -3.61921 1.07684 -0.40389
H -6.03098 0.85389 -0.89042
H -6.97517 -1.40504 -1.36562
H -5.49180 -3.36793 -1.38097
H -4.40472 -4.78329 -0.15975
H -3.07800 -6.84954 -0.31256
H -0.72339 -6.74088 -1.13719
H 0.27265 -4.58761 -1.70673
C -0.77337 6.65152 3.33370
C -1.78501 5.76359 2.99731
C -1.47639 4.58805 2.30909
C -0.15848 4.29077 1.94860
C 0.84846 5.20670 2.28182
C 0.54480 6.37339 2.97097
Sb 0.29482 2.43472 0.94460
C 1.57245 3.40561 -0.47728
C 1.00894 4.43727 -1.23587
C 1.76621 5.11266 -2.18459
C 3.09648 4.76039 -2.39448
C 3.66248 3.73141 -1.65508
C 2.90428 3.05660 -0.69993
C 1.80649 1.77936 2.33073
C 1.78201 2.16608 3.67588
C 2.71054 1.64933 4.57914
C 3.66947 0.73309 4.15639
C 3.68926 0.32159 2.83012
C 2.76132 0.83497 1.92936
H -1.00675 7.55980 3.87605
H -2.81205 5.97987 3.26818
H -2.27766 3.89771 2.05362
H 1.87713 5.00471 1.99885
H 1.33554 7.06930 3.22739
H -0.03162 4.71836 -1.09160
H 1.31602 5.90860 -2.76680
H 3.68477 5.28006 -3.14214
H 4.69220 3.43992 -1.82733
H 3.36729 2.25634 -0.13215
H 1.03640 2.87109 4.03180
H 2.67898 1.96119 5.61827
H 4.39012 0.33200 4.86140
H 4.41608 -0.41006 2.49393
H 2.77566 0.46668 0.90841

Forces on the atoms, in the same order (eV/Å):
V 0.9 -0.2 0.4
C -0.1 -0.1 0.2
N 0.1 0.0 0.2
C 0.0 0.0 0.1
C -0.2 -0.2 0.1
C 0.1 0.4 -0.4
N 0.4 0.0 -0.4
C -0.3 -0.1 0.2
C 0.2 -0.2 0.3
F -0.3 0.0 -0.1
C -0.3 0.0 0.1
F 0.0 0.4 -0.2
C 0.3 -0.1 0.0
C -0.1 0.1 0.0
F 0.2 -0.2 0.0
C -0.1 0.3 -0.2
F -0.1 -0.3 0.3
H 0.0 0.1 -0.1
H 0.1 0.0 0.1
H 0.0 0.0 0.0
H 0.0 0.0 -0.1
H 0.0 0.0 0.0
H 0.0 0.0 0.0
H 0.0 0.0 0.1
H -0.1 0.0 0.0
H 0.1 -0.2 0.0
H 0.1 0.1 0.1
H -0.1 0.0 0.1
Cl 0.0 0.2 0.1
C -0.2 0.1 0.3
C 0.2 1.1 -1.0
C 0.0 -0.3 -0.1
Cl 0.1 -0.4 -0.2
C -0.1 0.0 0.2
Cl 0.0 0.0 0.0
C 0.0 0.0 -0.1
Cl 0.0 -0.1 0.1
C 0.0 -0.1 -0.1
Cl 0.0 0.1 0.0
N -1.0 0.7 -0.2
C 0.6 0.2 0.1
C 0.1 0.0 0.0
C -0.1 0.0 0.0
C 0.1 0.0 0.0
C -0.1 0.0 0.0
C 0.1 -0.1 -0.1
C 0.0 0.1 -0.2
C 0.0 -0.1 0.0
C 0.1 0.1 0.0
C -0.1 0.1 0.0
C -0.4 0.0 0.1
C -0.2 -1.0 0.3
H -0.1 0.1 -0.1
H 0.1 -0.2 0.2
H 0.0 -0.1 0.0
H 0.0 -0.1 0.0
H 0.0 0.0 0.0
H 0.0 0.1 0.0
H 0.1 0.0 0.0
H 0.0 0.0 0.0
H 0.0 0.1 0.0
H 0.0 0.0 0.0
C 0.1 -0.1 -0.1
C 0.1 -0.1 -0.1
C 0.2 0.0 0.0
C 0.0 0.1 0.2
C -0.2 -0.1 0.0
C -0.1 0.0 0.0
Sb 0.0 0.1 0.1
C 0.1 0.1 -0.1
C 0.1 -0.1 0.0
C 0.0 -0.1 0.1
C -0.1 0.0 0.0
C -0.1 0.0 0.0
C -0.1 0.1 0.0
C 0.1 -0.1 0.2
C 0.2 -0.1 -0.1
C 0.0 0.0 -0.1
C -0.1 0.1 0.0
C -0.1 0.1 0.0
C -0.2 0.0 0.1
H 0.0 0.0 0.0
H 0.0 0.0 0.0
H 0.1 0.1 0.0
H -0.1 0.0 0.0
H 0.0 0.0 0.0
H 0.1 0.0 0.0
H 0.0 0.0 0.0
H 0.0 0.0 0.0
H 0.0 0.0 0.0
H 0.0 0.1 -0.1
H 0.1 0.0 -0.1
H 0.0 0.0 -0.1
H -0.1 0.0 0.0
H 0.0 0.0 0.0
H 0.0 0.0 0.1

Quick look at the Mulliken charges, all values in e:
1. V -0.472
2. C -1.150
3. N 0.527
4. C -1.190
5. C -0.896
6. C -1.840
7. N 0.622
8. C 1.294
9. C -0.840
10. F 0.171
11. C -0.265
12. F -0.301
13. C -0.877
14. C 0.378
15. F -0.373
16. C 0.477
17. F -0.387
18. H 0.314
19. H 0.267
20. H 0.314
21. H 0.222
22. H 0.371
23. H 0.136
24. H 0.009
25. H 0.421
26. H 0.643
27. H 0.606
28. H 0.502
29. Cl -0.217
30. C 1.089
31. C -1.227
32. C 1.184
33. Cl -0.162
34. C -0.406
35. Cl -0.200
36. C 0.486
37. Cl -0.240
38. C -0.386
39. Cl -0.221
40. N 1.396
41. C 0.827
42. C -1.034
43. C -0.667
44. C -0.952
45. C -0.970
46. C 0.535
47. C 1.088
48. C -0.692
49. C -1.092
50. C -0.954
51. C -0.259
52. C 0.767
53. H -0.255
54. H 0.180
55. H 0.399
56. H 0.420
57. H 0.378
58. H 0.490
59. H 0.292
60. H 0.329
61. H 0.378
62. H 0.414
63. C -0.410
64. C -0.526
65. C -0.555
66. C -0.049
67. C -0.105
68. C -0.695
69. Sb 1.044
70. C 0.581
71. C -0.716
72. C -0.592
73. C -0.535
74. C -0.553
75. C -0.313
76. C 0.219
77. C -0.463
78. C -0.655
79. C -0.575
80. C -1.043
81. C 0.287
82. H 0.358
83. H 0.382
84. H 0.318
85. H 0.352
86. H 0.378
87. H 0.311
88. H 0.409
89. H 0.358
90. H 0.383
91. H 0.258
92. H 0.431
93. H 0.393
94. H 0.377
95. H 0.449
96. H 0.093


> The highest net charge belongs to which entry?

C16H33N4OSi3Ti


> Look up the net charge of the second one.

+3


> Which formula does entry 2 have?

C16H33N4OSi3Ti